ORCA calculation (the ωB97M-V functional and the def2-TZVPD basis) on one molecule with the formula C21H29NO.

Geometry as ORCA input:
```
! RIJCOSX wB97M-V def2-TZVPD def2/J DEFGRID3
* xyz 0 1
C -2.0223 1.4607 -4.0830
H -2.3183 2.2931 -4.7201
O -2.2931 1.8718 -2.7668
C -1.9760 1.0225 -1.7450
C -1.4413 -0.2488 -1.8985
C -1.1400 -1.0151 -0.7842
C -1.3455 -0.5446 0.5041
C -1.9000 0.7253 0.6408
C -2.2125 1.4989 -0.4560
H -2.6324 2.4863 -0.3422
H -2.0815 1.1210 1.6301
C -1.0475 -1.3512 1.7454
C 0.2908 -2.0957 1.6770
C 1.4791 -1.1413 1.7897
N 1.4632 -0.1652 0.7229
H 1.3803 -0.6429 -0.1694
C 2.6052 0.7342 0.6708
C 2.5601 1.4844 -0.6380
C 1.3555 2.0215 -1.0754
C 1.2903 2.7207 -2.2660
C 2.4307 2.8947 -3.0333
C 3.6347 2.3658 -2.6021
C 3.6985 1.6633 -1.4105
H 4.6418 1.2508 -1.0794
H 4.5279 2.4983 -3.1959
H 2.3824 3.4413 -3.9642
H 0.3471 3.1336 -2.5929
H 0.4703 1.8724 -0.4779
C 2.5484 1.7405 1.8258
H 2.7290 1.2521 2.7797
H 3.3052 2.5080 1.6816
H 1.5684 2.2084 1.8465
H 3.5648 0.1807 0.7384
H 1.4175 -0.6048 2.7410
H 2.4165 -1.7329 1.8010
H 0.3724 -2.6613 0.7488
H 0.3540 -2.8041 2.5044
H -0.9693 -0.6375 2.5736
C -2.2549 -2.2645 2.0789
C -2.2082 -2.7467 3.5285
H -2.1138 -1.9067 4.2130
H -1.3708 -3.4206 3.6929
H -3.1223 -3.2838 3.7724
C -2.3930 -3.4546 1.1344
H -1.5366 -4.1190 1.2171
H -2.4836 -3.1193 0.1050
H -3.2868 -4.0227 1.3847
H -3.1505 -1.6411 1.9654
H -0.7238 -1.9978 -0.9495
H -1.2496 -0.6571 -2.8788
H -0.9562 1.2546 -4.2279
H -2.6043 0.5743 -4.3572
*
```

## Properties
HOMO = -7.92 eV
structure (SMILES) = COc1ccc([C@H](CCN[C@H](C)c2ccccc2)C(C)C)cc1
largest force on an atom = 0.441 eV Å⁻¹
total energy = -947.59564 Eh
M = 311.47 g/mol

Mulliken atomic charge list, values in e, 5 entries: -0.85 0.24 -0.48 0.64 -0.72